The following is a quantum chemistry calculation of a cluster of 6 separate species, C2H14O5 in total at a distorted geometry, from the OMol25 dataset.

LUMO level in eV: 0.41
SMILES: C=C.O.O.O.O.O
Orbital gap in eV: 10.131

Last columns: bonded neighbours and bond lengths (Å).
CARTESIAN COORDINATES (ANGSTROEM)
1 O -2.7115 -1.7973 -1.2495  H8 0.942, H12 0.987
2 O 0.8692 -1.0904 0.6141  H18 0.984, H21 0.942
3 O -2.6351 0.9707 -1.8767  H13 0.949, H15 0.942
4 O -0.3753 -3.1865 -0.8858  H17 0.965, H19 0.977
5 O 1.1442 1.2246 -0.9350  H16 0.953, H20 0.990
6 C 2.6754 1.9484 1.9876  C7 1.333, H9 1.084, H10 1.089
7 C 1.6552 1.4375 2.6762  C6 1.333, H11 1.091, H14 1.081
8 H -3.4181 -2.2129 -1.7132  O1 0.942
9 H 3.0478 2.9647 1.9249  C6 1.084
10 H 3.1838 1.3770 1.2125  C6 1.089
11 H 1.1960 0.5630 2.2137  C7 1.091
12 H -2.7134 -0.8684 -1.5835  O1 0.987
13 H -2.6203 1.5854 -2.5995  O3 0.949
14 H 1.2121 1.6152 3.6457  C7 1.081
15 H -2.1006 1.3891 -1.2233  O3 0.942
16 H 1.2588 2.0052 -0.4009  O5 0.953
17 H -0.1312 -3.1803 -1.8190  O4 0.965
18 H 0.4175 -1.8745 0.2281  O2 0.984
19 H -1.1758 -2.6260 -0.8662  O4 0.977
20 H 1.1063 0.4300 -0.3459  O5 0.990
21 H 0.1148 -0.6745 0.9955  O2 0.942

Here are the natural (NBO) charges for atoms 1 to 8, given in e:
1. O -0.982
2. O -0.960
3. O -0.954
4. O -0.978
5. O -0.988
6. C -0.394
7. C -0.393
8. H 0.478


The following is a quantum chemistry calculation of a cluster of 12 separate species, C7H39NO11 in total at a distorted geometry, from the OMol25 dataset.

LUMO level in eV: 0.11
SMILES: CC(C)CCN(C)C.O.O.O.O.O.O.O.O.O.O.O
Orbital gap in eV: 9.693

Last columns: bonded neighbours and bond lengths (Å).
CARTESIAN COORDINATES (ANGSTROEM)
1 O 2.3173 -1.0462 -3.8789  H44 0.972, H50 0.937
2 O -2.9958 0.3623 -0.9344  H20 0.998, H22 0.985
3 O -2.7755 -3.0401 -1.6023  H34 0.968, H40 0.987
4 O -1.6273 -3.0408 1.2131  H38 0.956, H54 0.954
5 O -0.8681 0.9344 -2.6707  H36 0.962, H47 0.957
6 O -3.1954 -0.8524 1.4659  H30 0.958, H32 0.966
7 O 1.5712 0.0460 3.6821  H28 0.957, H49 0.984
8 O -0.9431 -0.5573 3.7647  H48 0.957, H58 1.003
9 O 3.1316 1.8414 -2.9265  H51 0.979, H55 0.957
10 O 0.5059 -2.4931 2.7694  H39 0.988, H53 0.945
11 O 0.6762 2.8974 -3.3636  H33 0.967, H56 0.967
12 N 0.1819 1.8801 1.3890  C16 1.514, C17 1.458, C19 1.478
13 C 0.9789 -0.8207 -0.1802  C14 1.532, C15 1.545, C18 1.564, H57 1.111
14 C 1.0501 0.6630 -0.5571  C13 1.532, C16 1.513, H23 1.112, H45 1.127
15 C 0.4393 -1.7695 -1.2736  C13 1.545, H26 1.060, H46 1.038, H52 1.082
16 C -0.1251 1.4580 -0.0326  N12 1.514, C14 1.513, H24 1.076, H29 1.118
17 C -1.1000 2.3610 1.8903  N12 1.458, H25 1.089, H37 1.099, H41 1.113
18 C 2.4050 -1.1983 0.3402  C13 1.564, H27 1.100, H31 1.096, H42 1.112
19 C 1.1598 2.9878 1.3420  N12 1.478, H21 1.101, H35 1.139, H43 1.108
20 H -3.4625 1.2205 -1.1406  O2 0.998
21 H 2.0665 2.5960 0.8553  C19 1.101
22 H -2.1451 0.4780 -1.4174  O2 0.985
23 H 1.0007 0.8279 -1.6560  C14 1.112
24 H -1.0544 0.9277 0.0790  C16 1.076
25 H -1.8188 1.5782 1.6536  C17 1.089
26 H 1.1898 -2.1358 -1.9261  C15 1.060
27 H 3.1933 -1.2543 -0.4248  C18 1.100
28 H 1.0103 0.8188 3.7398  O7 0.957
29 H -0.3671 2.3898 -0.6018  C16 1.118
30 H -4.1064 -0.9240 1.7539  O6 0.958
31 H 2.7782 -0.5073 1.1046  C18 1.096
32 H -3.2814 -0.6011 0.5375  O6 0.966
33 H 1.5464 3.2410 -3.6076  O11 0.967
34 H -2.1611 -3.4366 -0.9676  O3 0.968
35 H 0.7296 3.8799 0.7795  C19 1.139
36 H -0.3802 0.1390 -2.9034  O5 0.962
37 H -1.0657 2.6121 2.9596  C17 1.099
38 H -0.7712 -2.8151 1.5746  O4 0.956
39 H -0.1411 -2.0218 3.3494  O10 0.988
40 H -2.6064 -2.0918 -1.3865  O3 0.987
41 H -1.2688 3.3891 1.5001  C17 1.113
42 H 2.3747 -2.1590 0.9000  C18 1.112
43 H 1.4077 3.2633 2.3865  C19 1.108
44 H 2.9129 -1.7237 -3.5157  O1 0.972
45 H 2.0102 1.0726 -0.1329  C14 1.127
46 H -0.3700 -1.4127 -1.8175  C15 1.038
47 H -0.8518 1.4023 -3.5056  O5 0.957
48 H -0.5308 -0.2108 2.9738  O8 0.957
49 H 1.6126 -0.1973 2.7297  O7 0.984
50 H 1.7215 -0.9292 -3.1654  O1 0.937
51 H 3.0736 0.9140 -3.2352  O9 0.979
52 H 0.0935 -2.6505 -0.7490  C15 1.082
53 H 1.3212 -2.0396 2.9173  O10 0.945
54 H -2.2585 -2.3355 1.3351  O4 0.954
55 H 3.5946 1.7202 -2.0974  O9 0.957
56 H 0.8771 2.8682 -2.4179  O11 0.967
57 H 0.3395 -0.9243 0.7219  C13 1.111
58 H -1.9072 -0.4621 3.5062  O8 1.003

Here are the natural (NBO) charges for atoms 1 to 8, given in e:
1. O -0.931
2. O -0.999
3. O -0.946
4. O -1.018
5. O -0.955
6. O -0.984
7. O -0.941
8. O -0.941


The following is a quantum chemistry calculation of a cluster of 2 separate species, C4H9NO2 in total at a distorted geometry, from the OMol25 dataset.

LUMO level in eV: 0.92
SMILES: [H]/N=C\OC.CC=O
Orbital gap in eV: 10.155

Last columns: bonded neighbours and bond lengths (Å).
CARTESIAN COORDINATES (ANGSTROEM)
1 O -1.4031 0.5920 1.1997  C6 1.216
2 O 0.8539 -1.3969 -0.7702  C4 1.775, C5 1.404
3 N -0.6138 -2.0467 1.3660  C4 1.193, H11 1.047
4 C 0.0497 -2.4113 0.4436  O2 1.775, N3 1.193, H15 1.097
5 C 1.9613 -0.6907 -0.2749  O2 1.404, H8 1.103, H12 1.105, H14 1.096
6 C -1.1479 0.9382 0.0621  O1 1.216, C7 1.492, H16 1.110
7 C -1.3607 2.3254 -0.4432  C6 1.492, H9 1.089, H10 1.093, H13 1.093
8 H 1.6574 0.1901 0.3157  C5 1.103
9 H -1.8604 2.9458 0.2988  C7 1.089
10 H -0.3926 2.7579 -0.7095  C7 1.093
11 H -0.7667 -1.0470 1.6362  N3 1.047
12 H 2.6005 -1.3044 0.3844  C5 1.105
13 H -1.9470 2.2844 -1.3645  C7 1.093
14 H 2.5944 -0.3644 -1.1078  C5 1.096
15 H 0.4419 -2.9973 -0.3967  C4 1.097
16 H -0.6669 0.2247 -0.6396  C6 1.110

Here are the natural (NBO) charges for atoms 1 to 8, given in e:
1. O -0.571
2. O -0.744
3. N -0.615
4. C 0.385
5. C -0.256
6. C 0.446
7. C -0.725
8. H 0.144